No. 1
A structure of composition C6H5N4O2 in a non-equilibrium geometry, computed with ωB97M-V/def2-TZVPD.

ORCA input file:
```
! RIJCOSX wB97M-V def2-TZVPD def2/J DEFGRID3
* xyz 1 1
C -0.0398 -0.2206 2.4043
C 0.2790 0.9965 1.8485
C -0.4626 -1.3081 1.6397
C 0.0356 1.2845 0.5228
C -0.6688 -1.0933 0.3046
C -0.4214 0.2122 -0.2688
N 1.8364 -0.7093 -2.3063
N 0.7561 -0.5644 -2.4748
N -0.5914 0.3986 -1.6289
N -1.3491 0.9082 -2.3394
O -1.8243 1.2694 -3.3236
O 2.9442 -0.7097 -2.0394
H 0.0663 -0.4021 3.4738
H 0.5973 1.8416 2.6129
H -0.5106 -2.3190 1.9463
H 0.2081 2.2564 0.0640
H -0.8549 -1.8408 -0.4357
*
```

**Orbital gap**: 8.16 eV
**LUMO**: -5.919 eV
**ΔE to the lowest compared entry with this formula, charge and spin**: 209.29 kJ/mol

These are the natural (NBO) partial charges, in e, on atoms 1 to 5:
1. C -0.133
2. C -0.201
3. C -0.190
4. C -0.168
5. C -0.162

No. 2
A cluster of 2 separate species, C5H7Cl2FOS in total in a non-equilibrium geometry, computed with ωB97M-V/def2-TZVPD.

ORCA input file:
```
! RIJCOSX wB97M-V def2-TZVPD def2/J DEFGRID3
* xyz 0 1
C 3.5437 -1.9303 0.4928
C 3.1639 -0.9618 -0.1058
C -0.9192 -0.5589 -1.2355
C -1.9279 0.3797 0.8901
C -0.6680 0.1573 0.0822
O -1.0751 2.6611 -0.6749
F 3.7188 -3.0278 1.1381
S 0.0555 1.8040 -0.4093
Cl 2.9108 0.4365 -0.9187
Cl 0.7907 2.2916 1.5021
H -1.4731 -1.4813 -1.0679
H -1.5055 0.0768 -1.9009
H 0.0215 -0.8061 -1.7268
H -1.6953 0.8434 1.8454
H -2.4340 -0.5657 1.0817
H -2.6077 1.0322 0.3430
H 0.1008 -0.3505 0.6643
*
```

**Orbital gap**: 9.96 eV
**LUMO**: 0.309 eV
**ΔE to the lowest compared entry with this formula, charge and spin**: 73.50 kJ/mol

These are the natural (NBO) partial charges, in e, on atoms 1 to 5:
1. C 0.406
2. C -0.278
3. C -0.637
4. C -0.636
5. C -0.397

No. 3
A structure of composition C36H67AuBN12, computed with ωB97M-V/def2-TZVPD.

ORCA input file:
```
! RIJCOSX wB97M-V def2-TZVPD def2/J DEFGRID3
* xyz 3 1
Au 0.1921 -0.6882 -0.7575
C -1.8070 -4.5077 0.5765
C -0.3138 -4.2162 0.3785
C 0.1027 -4.1707 -1.0835
C 0.1046 -3.0492 1.2324
C 0.2454 -3.1246 2.6044
C 0.6170 -1.8701 3.0630
C 0.7711 -1.5339 4.5200
C 2.1961 -1.2419 4.9871
C -0.2280 -0.4477 4.9017
N 0.7163 -1.0406 1.9999
N 0.3954 -1.7829 0.8860
B 1.3665 0.4167 1.8830
N 0.3331 1.5462 1.6328
N -0.3773 1.5325 0.4468
C -1.2355 2.5581 0.5050
C -1.0682 3.2479 1.6916
C -0.0797 2.6001 2.4039
C 0.2422 3.1384 3.7937
C -0.9920 3.0082 4.7040
C 1.5131 2.7410 4.5231
C -2.2350 3.0252 -0.5295
C -3.0715 1.9558 -1.2194
C -1.6090 4.0102 -1.5211
N 2.4579 0.2506 0.7121
N 2.1315 -0.3544 -0.4850
C 3.2496 -0.7530 -1.1205
C 4.3158 -0.2984 -0.3769
C 3.8082 0.2984 0.7702
C 4.7405 0.7848 1.8462
C 4.2978 1.9748 2.6816
C 5.1575 -0.4013 2.7244
C 3.4113 -1.5601 -2.3880
C 4.2884 -0.8094 -3.4045
C 2.1456 -2.1271 -3.0164
H -2.1188 -5.3336 -0.0619
H -2.4223 -3.6369 0.3535
H -2.0186 -4.7844 1.6077
H 0.2273 -5.0572 0.8205
H -0.2896 -3.3014 -1.6201
H -0.2658 -5.0600 -1.5937
H 1.1889 -4.1705 -1.1774
H 0.1053 -4.0057 3.2076
H 0.4669 -2.4562 5.0212
H 2.5651 -0.2825 4.6321
H 2.8863 -2.0235 4.6690
H 2.2089 -1.2154 6.0762
H -0.0655 0.4465 4.3063
H -0.1172 -0.1823 5.9530
H -1.2548 -0.7774 4.7393
H 1.9563 0.6240 2.8788
H -1.6080 4.1222 2.0149
H 0.3447 4.2111 3.5988
H -1.2100 1.9774 4.9728
H -1.8813 3.4274 4.2375
H -0.8100 3.5599 5.6259
H 1.5639 1.6843 4.7745
H 1.5473 3.2946 5.4615
H 2.3939 3.0206 3.9567
H -2.9488 3.6116 0.0540
H -2.4856 1.2396 -1.8044
H -3.7829 2.4240 -1.9014
H -3.6376 1.3788 -0.4903
H -0.8279 3.5272 -2.1160
H -1.1326 4.8409 -1.0020
H -2.3557 4.4163 -2.2044
H 5.3592 -0.4255 -0.6111
H 5.6244 1.0881 1.2786
H 3.7395 1.6457 3.5523
H 3.6851 2.6794 2.1171
H 5.1754 2.5099 3.0420
H 4.3004 -0.8030 3.2623
H 5.8915 -0.0706 3.4585
H 5.6042 -1.2026 2.1363
H 3.9978 -2.4218 -2.0554
H 3.9873 0.2327 -3.5395
H 4.2586 -1.3103 -4.3716
H 5.3287 -0.7839 -3.0865
H 1.4779 -1.3486 -3.3966
H 1.5831 -2.7355 -2.3133
H 2.4097 -2.7570 -3.8645
N 0.6941 2.1543 -4.8786
C -0.6606 1.5559 -4.6263
C -0.5401 0.4000 -3.6457
N 0.0787 0.7943 -2.3575
C 1.3578 1.5272 -2.5737
C 1.2824 2.6567 -3.5872
H 0.6231 2.9216 -5.5538
H 1.3145 1.4597 -5.3070
H -1.0709 1.2150 -5.5756
H -1.2862 2.3595 -4.2369
H 0.0386 -0.4156 -4.0855
H -1.5468 0.0328 -3.4545
H -0.5564 1.4324 -1.8701
H 2.1002 0.8029 -2.8996
H 1.6845 1.9320 -1.6174
H 2.2793 3.0448 -3.7897
H 0.6476 3.4816 -3.2697
C -5.1096 -0.9464 -3.6150
C -5.8757 -1.5394 -2.4368
C -6.4766 -0.4623 -1.5430
C -5.0219 -2.5369 -1.6551
N -3.7824 -1.9296 -1.1297
C -2.5858 -1.8449 -1.6856
N -1.8089 -1.1924 -0.8378
N -2.5559 -0.8988 0.2528
N -3.7331 -1.3360 0.0747
H -5.7749 -0.3482 -4.2355
H -4.6719 -1.7181 -4.2532
H -4.3157 -0.2731 -3.2666
H -6.6905 -2.1526 -2.8327
H -5.7046 0.1579 -1.0810
H -7.0814 -0.8922 -0.7454
H -7.1172 0.1951 -2.1294
H -4.6993 -3.3653 -2.2861
H -5.5427 -2.9400 -0.7885
H -2.3186 -2.2601 -2.6422
*
```

**Orbital gap**: 6.39 eV
**LUMO**: -9.208 eV
**ΔE to the lowest compared entry with this formula, charge and spin**: 0.00 kJ/mol

These are the Löwdin partial charges, in e, on atoms 1 to 5:
1. Au 1.389
2. C -0.030
3. C -0.336
4. C -0.070
5. C -0.214

No. 4
A cluster of 24 separate species, C60H179N11O24 in total in a non-equilibrium geometry, computed with ωB97M-V/def2-TZVPD.

ORCA input file:
```
! RIJCOSX wB97M-V def2-TZVPD def2/J DEFGRID3
* xyz 0 1
O -20.6227 5.9678 11.4648
H -20.2503 6.1449 10.6010
H -19.8635 5.8035 12.0242
O -14.3431 5.3681 7.1636
H -13.9230 4.5102 7.2235
H -14.5791 5.4559 6.2401
O -17.1304 2.5339 14.8433
H -16.8988 1.8171 15.4338
H -18.0686 2.6646 14.9810
O -21.7750 3.9792 13.3457
H -21.4048 4.6085 12.7268
H -22.6179 3.7345 12.9638
O -19.2767 5.9176 9.0019
H -19.3194 5.5084 8.1377
H -18.3404 5.9902 9.1871
C -10.8485 1.6622 14.1621
C -11.6915 1.8595 15.4334
O -11.2889 1.0062 16.4783
H -9.7798 1.7921 14.3331
H -11.0889 2.3158 13.3236
H -11.1371 0.6699 13.8154
H -12.7444 1.7428 15.1765
H -11.6150 2.8558 15.8688
H -10.9439 1.5806 17.1657
C -13.3883 2.2940 11.1417
C -12.4376 1.2506 10.6281
O -12.4549 1.1095 9.1979
H -13.3434 2.3040 12.2308
H -14.3658 1.9312 10.8240
H -13.3449 3.2894 10.6997
H -12.7357 0.2890 11.0459
H -11.3920 1.4010 10.8968
H -12.2538 0.1941 8.9898
C -22.5139 -0.5058 13.7564
C -22.3883 -1.7025 14.7841
O -23.6273 -2.0000 15.3226
H -23.1734 0.2954 14.0901
H -22.9394 -0.9021 12.8345
H -21.5454 -0.0242 13.6217
H -21.6915 -1.5025 15.5981
H -21.9217 -2.5565 14.2932
H -23.4713 -2.4949 16.1302
C -14.8546 4.9606 18.3242
C -16.0927 4.7835 17.4891
O -17.1827 5.2429 18.1936
H -13.9216 4.7452 17.8033
H -14.9651 4.2633 19.1546
H -14.7730 5.9820 18.6958
H -16.2333 3.7467 17.1834
H -16.0385 5.5348 16.7012
H -17.9239 5.3031 17.5864
C -17.3242 1.7728 11.7446
C -17.1050 3.2326 11.3530
O -16.4724 3.9994 12.3525
H -17.5223 1.1208 10.8938
H -18.0617 1.6340 12.5351
H -16.3950 1.3765 12.1539
H -18.0844 3.6633 11.1446
H -16.4771 3.3930 10.4767
H -16.7792 3.6414 13.1887
C -15.0930 -5.1058 8.6763
C -15.4693 -3.7359 8.1520
O -16.6146 -3.2519 8.7484
H -15.7926 -5.9043 8.4293
H -14.9312 -5.0448 9.7525
H -14.1909 -5.4796 8.1919
H -15.4603 -3.7696 7.0625
H -14.6450 -3.0510 8.3508
H -16.6650 -2.3355 8.4666
C -22.5063 3.0926 9.4756
C -21.4487 2.2259 10.1906
O -20.1807 2.6049 9.6754
H -22.8073 2.7473 8.4865
H -22.1467 4.1121 9.3362
H -23.4275 3.1999 10.0484
H -21.6929 1.2083 9.8854
H -21.5000 2.2522 11.2790
H -19.9869 3.5238 9.8746
C -15.1107 -1.2265 11.7023
C -14.0915 -2.3571 11.4950
O -14.5949 -3.4084 12.2709
H -14.8772 -0.2971 11.1829
H -15.3401 -0.9318 12.7263
H -16.0727 -1.6005 11.3520
H -13.1050 -2.1150 11.8902
H -14.0159 -2.5999 10.4351
H -15.3824 -3.7572 11.8470
C -11.5643 5.9450 10.2939
C -11.6833 6.3652 11.7994
C -12.6399 5.5166 12.6009
O -13.0858 6.2748 13.8119
C -14.1488 5.6502 14.5337
N -10.3602 6.4767 12.3484
H -11.1947 4.9278 10.1636
H -10.8377 6.5932 9.8041
H -12.5505 5.9787 9.8310
H -12.0640 7.3726 11.9676
H -12.3429 4.4972 12.8471
H -13.5521 5.3613 12.0248
H -14.1593 6.1907 15.4803
H -13.9884 4.5911 14.7349
H -15.1194 5.7812 14.0552
H -9.6930 6.7680 11.6483
H -10.3769 7.1997 13.0534
C -18.1295 7.1116 5.2354
C -19.4258 6.3589 4.6870
C -20.4254 5.9047 5.7825
O -19.6288 5.0671 6.6114
C -19.8119 3.6770 6.3595
N -20.0532 7.2731 3.7236
H -17.4714 7.2576 4.3788
H -17.5091 6.4469 5.8365
H -18.3744 8.0319 5.7656
H -19.1073 5.4340 4.2060
H -21.2030 5.3772 5.2301
H -20.7884 6.7886 6.3071
H -19.2264 2.9918 6.9725
H -19.6739 3.3893 5.3172
H -20.8816 3.4930 6.4598
H -20.2404 8.1538 4.1812
H -20.9557 6.9565 3.3989
C -14.6402 7.4273 2.9921
C -13.8340 6.2301 3.2390
C -14.5482 4.9291 3.4314
O -15.2480 4.9075 4.7111
C -15.9694 3.6845 4.9211
N -12.8808 6.1483 2.1265
H -15.1178 7.3299 2.0172
H -13.9607 8.2777 2.9354
H -15.4518 7.6419 3.6873
H -13.2336 6.4491 4.1220
H -13.8529 4.0915 3.3761
H -15.2139 4.6786 2.6055
H -16.6184 3.4485 4.0778
H -16.5845 3.6876 5.8209
H -15.3085 2.8187 4.9626
H -12.3648 7.0158 2.1623
H -13.3928 6.1862 1.2567
C -9.2793 -4.0199 16.2283
C -10.7815 -3.9754 15.7968
C -11.3321 -2.6642 15.1719
O -12.6789 -2.8792 14.8175
C -13.3148 -1.5724 14.8370
N -10.8827 -4.8973 14.6959
H -9.0838 -4.9331 16.7904
H -8.9615 -3.1872 16.8558
H -8.5182 -4.0714 15.4498
H -11.4244 -4.0985 16.6683
H -10.7126 -2.4196 14.3090
H -11.1582 -1.8722 15.9003
H -14.3575 -1.7947 14.6098
H -12.9622 -0.9510 14.0138
H -13.2128 -1.0595 15.7933
H -10.2831 -4.4782 13.9995
H -10.4149 -5.7666 14.9094
C -18.7049 -0.6747 15.2092
C -17.3415 -1.3537 15.2636
C -16.4077 -0.7545 16.3478
O -15.8495 0.5149 15.9877
C -15.1802 1.1926 17.0434
N -17.6345 -2.7581 15.6780
H -19.2250 -0.7853 16.1607
H -19.3691 -1.1097 14.4624
H -18.5682 0.3634 14.9065
H -16.8978 -1.3852 14.2685
H -15.5919 -1.4514 16.5403
H -17.0188 -0.7132 17.2494
H -14.5178 1.9509 16.6259
H -14.5186 0.6785 17.7406
H -15.9472 1.6979 17.6304
H -18.3193 -3.1091 15.0239
H -18.2146 -2.5797 16.4853
C -19.8057 2.0003 17.3251
C -20.5570 2.0760 16.0542
C -22.0501 2.3536 16.2072
O -22.7419 1.3931 17.0427
C -24.1591 1.6351 17.1181
N -19.8758 3.0967 15.2258
H -18.7740 1.8033 17.0338
H -20.1938 1.1774 17.9253
H -19.9227 2.9570 17.8342
H -20.4597 1.1088 15.5610
H -22.5169 2.3570 15.2222
H -22.2217 3.3267 16.6674
H -24.7654 1.4598 16.2293
H -24.3612 2.6537 17.4493
H -24.6136 0.8956 17.7774
H -19.8824 4.0037 15.6701
H -20.5665 3.2833 14.5129
C -10.9430 3.4948 7.2235
C -12.1920 3.0054 6.4007
C -11.9250 1.6782 5.6554
O -12.9289 1.4276 4.6175
C -12.7634 0.1175 3.9636
N -13.3103 2.8552 7.2613
H -11.1673 4.4387 7.7204
H -10.0661 3.5598 6.5793
H -10.6868 2.8145 8.0357
H -12.4882 3.7472 5.6591
H -11.7935 0.8140 6.3064
H -10.9738 1.8740 5.1605
H -12.9402 -0.6771 4.6884
H -11.8041 -0.0281 3.4670
H -13.5523 0.0224 3.2174
H -13.9390 2.1980 6.8221
H -13.0404 2.3576 8.0977
C -15.0671 7.6007 10.5152
C -16.3617 7.4453 9.6274
C -16.2717 8.3189 8.3115
O -16.1183 9.6911 8.6542
C -15.9007 10.5230 7.5577
N -16.4002 6.0722 9.2093
H -15.0846 6.9916 11.4190
H -14.8982 8.6390 10.8006
H -14.1855 7.3619 9.9204
H -17.2710 7.6640 10.1872
H -17.1949 8.2138 7.7417
H -15.4700 7.9136 7.6942
H -15.8419 11.5962 7.7390
H -16.7058 10.3808 6.8368
H -14.9825 10.2586 7.0331
H -16.0280 5.5574 9.9945
H -15.6902 5.8514 8.5257
C -19.2090 -1.4417 6.4138
C -19.1705 -0.4614 7.6205
C -17.8586 0.3828 7.6462
O -16.6832 -0.3843 7.6649
C -15.5563 0.4149 7.5066
N -20.3692 0.2856 7.6668
H -19.3192 -0.8846 5.4834
H -20.0348 -2.1266 6.6062
H -18.3090 -2.0552 6.3742
H -19.0928 -1.1507 8.4613
H -17.8574 1.1026 8.4647
H -17.8828 1.0291 6.7689
H -14.6436 -0.1798 7.5458
H -15.4228 1.1972 8.2538
H -15.5652 0.9631 6.5646
H -20.3599 1.0165 8.3637
H -20.4880 0.7993 6.8053
C -17.8669 7.7519 13.7864
C -18.4316 6.6042 14.5423
C -19.7353 6.8010 15.3757
O -19.7985 5.8846 16.4001
C -20.9923 5.9313 17.1984
N -18.6631 5.5481 13.5266
H -18.5622 8.1147 13.0294
H -16.9028 7.5219 13.3330
H -17.7348 8.5731 14.4909
H -17.6964 6.2705 15.2746
H -20.6501 6.9426 14.8004
H -19.5289 7.7840 15.7990
H -20.9874 5.0848 17.8850
H -21.8138 5.8659 16.4850
H -21.1488 6.8056 17.8303
H -18.8285 4.6438 13.9449
H -17.8303 5.4469 12.9642
C -18.9963 -3.0184 11.2177
C -18.0568 -3.8241 12.0830
C -18.8000 -4.7357 13.0718
O -19.6509 -4.0292 14.0000
C -20.4317 -4.8294 14.8517
N -17.2233 -4.6465 11.2586
H -19.4086 -3.6351 10.4190
H -18.6062 -2.1247 10.7307
H -19.8741 -2.7325 11.7973
H -17.4284 -3.0780 12.5693
H -18.1526 -5.3132 13.7316
H -19.3849 -5.3768 12.4122
H -19.8888 -5.5096 15.5081
H -21.0765 -5.4330 14.2130
H -21.0909 -4.2097 15.4595
H -17.7505 -5.2866 10.6819
H -16.8606 -4.0948 10.4943
*
```

**Orbital gap**: 8.85 eV
**LUMO**: 0.189 eV
**ΔE to the lowest compared entry with this formula, charge and spin**: 0.00 kJ/mol

These are the Löwdin partial charges, in e, on atoms 1 to 5:
1. O -0.077
2. H -0.015
3. H -0.029
4. O -0.076
5. H -0.036

> Which of these has the highest ΔE to the lowest compared entry with this formula, charge and spin?

C6H5N4O2